[1]
# C2HF5N2S

A 2-piece molecular cluster, C2HF5N2S overall (ωB97M-V/def2-TZVPD, the Open Molecules 2025 dataset).

## Properties
**Kohn-Sham gap**: 9.60 eV
**Energy relative to the best compared isomer or geometry (same formula, charge and spin)**: 0.809 eV
**Energy**: -1083.770287 Eh
**Lowest unoccupied orbital energy**: 0.480 eV
**SMILES**: FSN=C(F)F.N=C(F)F

ORCA input file:
```
! wB97M-V def2-TZVPD RIJCOSX def2/J DEFGRID3
* xyz 0 1
F -0.84 2.53 -0.58
S -0.85 1.58 0.75
N -1.74 0.43 0.15
C -2.25 -0.69 0.19
F -3.02 -1.18 -0.70
F -2.03 -1.63 1.12
N 2.39 -1.05 -0.64
C 2.13 -0.06 0.10
F 1.92 -0.12 1.39
F 1.80 1.19 -0.14
H 2.49 -1.00 -1.65
*
```

=====

[2]
# C4H11N3O2

A 2-piece molecular cluster, C4H11N3O2 overall (ωB97M-V/def2-TZVPD, the Open Molecules 2025 dataset).

## Properties
**Kohn-Sham gap**: 9.17 eV
**Energy relative to the best compared isomer or geometry (same formula, charge and spin)**: 1.454 eV
**Energy**: -473.749333 Eh
**Lowest unoccupied orbital energy**: 0.747 eV
**SMILES**: CN=C(N)N.CC(=O)O

ORCA input file:
```
! wB97M-V def2-TZVPD RIJCOSX def2/J DEFGRID3
* xyz 0 1
C -1.89 1.22 -0.37
N -0.59 1.77 -0.70
C 0.10 1.25 -1.64
N 1.04 2.02 -2.25
N 0.23 -0.12 -1.98
H -2.14 1.49 0.67
H -1.87 0.13 -0.25
H -2.75 1.60 -0.89
H 1.45 2.83 -1.80
H 1.80 1.60 -2.76
H -0.25 -0.78 -1.38
H 0.09 -0.37 -2.94
C 1.45 -2.06 1.99
C 0.19 -1.33 1.69
O -0.58 -1.65 0.81
O -0.18 -0.53 2.70
H 2.16 -1.39 2.44
H 1.70 -2.86 1.31
H 1.10 -2.56 2.94
H -1.07 -0.27 2.40
*
```

=====

[3]
# C18H38N4O22

A 10-piece molecular cluster, C18H38N4O22 overall (ωB97M-V/def2-TZVPD, the Open Molecules 2025 dataset).

## Properties
**Kohn-Sham gap**: 2.99 eV
**Energy relative to the best compared isomer or geometry (same formula, charge and spin)**: 0.000 eV
**Energy**: -2583.001929 Eh
**Lowest unoccupied orbital energy**: 1.818 eV

ORCA input file:
```
! wB97M-V def2-TZVPD RIJCOSX def2/J DEFGRID3
* xyz -2 1
C 1.05 -0.89 11.55
C -0.35 -1.40 11.33
O -0.95 -2.04 12.08
N -0.89 -1.10 9.96
H -0.17 -0.64 9.41
H -1.14 -1.96 9.47
C -2.05 -0.10 10.04
H 1.12 0.16 11.26
H 1.74 -1.60 11.08
H 1.19 -0.94 12.62
H -2.92 -0.56 10.50
H -2.12 0.34 9.06
H -1.60 0.67 10.68
C -4.35 4.79 15.37
C -5.06 6.04 15.69
O -6.12 6.32 15.33
N -4.47 6.99 16.74
H -3.44 6.97 16.80
H -4.55 7.94 16.33
C -5.08 6.81 18.06
H -4.71 3.97 15.99
H -3.26 4.87 15.44
H -4.52 4.55 14.31
H -5.24 5.75 18.24
H -6.06 7.27 18.12
H -4.50 7.20 18.88
C -6.00 2.26 7.90
C -6.47 3.56 8.45
O -7.58 3.95 8.45
N -5.37 4.53 8.73
H -5.56 5.04 9.62
H -4.47 4.03 8.78
C -5.35 5.55 7.67
H -5.58 1.69 8.74
H -5.30 2.26 7.07
H -6.86 1.71 7.53
H -6.33 6.02 7.65
H -5.21 5.11 6.69
H -4.58 6.28 7.89
C -2.83 0.51 14.15
C -1.45 0.75 14.64
O -0.67 -0.10 14.93
N -1.03 2.15 14.85
H -0.01 2.26 14.60
H -1.59 2.75 14.17
C -1.20 2.67 16.23
H -3.52 0.77 14.96
H -2.99 -0.44 13.66
H -3.02 1.17 13.29
H -0.48 2.23 16.90
H -2.19 2.31 16.55
H -1.21 3.75 16.19
O -4.65 6.24 12.61
C -5.40 6.69 11.48
O -6.32 5.99 10.97
O -5.15 7.87 11.20
H -4.38 7.16 12.81
O -2.99 4.28 11.09
C -2.22 3.50 11.95
O -1.21 2.91 11.52
O -2.73 3.28 13.11
H -3.61 4.51 11.84
O -5.47 2.38 12.93
C -5.87 1.32 12.12
O -7.06 1.32 11.76
O -5.02 0.43 11.78
H -4.51 2.29 12.81
O -2.59 6.56 9.43
C -1.61 7.40 9.97
O -0.78 6.84 10.76
O -1.59 8.61 9.61
H -2.48 5.74 9.96
O 1.79 1.79 12.43
C 2.35 2.58 13.45
O 3.56 2.73 13.46
O 1.46 3.15 14.19
H 0.87 2.11 12.34
O -3.01 3.15 8.26
C -2.21 3.35 7.10
O -2.81 3.56 6.02
O -0.98 3.21 7.30
H -2.33 2.86 8.88
*
```

=====

[4]
# C34H27N6O2ReS

C34H27N6O2ReS as an isolated structure (ωB97M-V/def2-TZVPD, the Open Molecules 2025 dataset).

## Properties
**Kohn-Sham gap (spin up / spin down)**: 6.79 / 5.20 eV
**Energy relative to the best compared isomer or geometry (same formula, charge and spin)**: 2.355 eV
**Energy**: -2266.381218 Eh
**Lowest unoccupied orbital energy (spin up / spin down)**: -9.114 / -11.016 eV
**Expectation value of S²**: 3.850

ORCA input file:
```
! wB97M-V def2-TZVPD RIJCOSX def2/J DEFGRID3
* xyz 3 4
Re -0.45 -0.63 -0.12
C -3.48 1.11 -2.09
O -2.25 1.26 -1.39
C -1.65 2.47 -1.48
C -2.15 3.55 -2.20
C -1.53 4.79 -2.16
C -0.37 4.96 -1.40
C 0.16 3.90 -0.73
C -0.45 2.63 -0.73
N 0.08 1.59 0.02
N 0.99 1.97 0.82
C 1.72 1.41 1.76
C 1.49 0.03 2.17
O 0.60 -0.65 1.59
C 2.26 -0.49 3.24
C 3.24 0.24 3.84
C 3.51 1.59 3.45
C 4.52 2.33 4.08
C 4.74 3.65 3.71
C 3.95 4.26 2.74
C 2.97 3.53 2.09
C 2.73 2.19 2.43
H -4.19 1.87 -1.78
H -3.87 0.13 -1.82
H -3.32 1.16 -3.16
H -3.04 3.45 -2.80
H -1.95 5.62 -2.71
H 0.11 5.93 -1.36
H 1.08 4.01 -0.18
H 2.03 -1.49 3.57
H 3.83 -0.19 4.64
H 5.12 1.88 4.85
H 5.53 4.21 4.19
H 4.09 5.30 2.50
H 2.36 4.01 1.34
N -3.15 -2.30 -0.97
C -3.35 -1.56 0.17
C -4.58 -1.70 0.82
C -4.87 -0.94 1.93
C -3.91 -0.02 2.37
C -2.71 0.05 1.71
N -2.41 -0.72 0.64
C -2.28 -2.15 -2.03
C -2.52 -2.92 -3.17
C -1.70 -2.80 -4.27
C -0.65 -1.89 -4.22
C -0.46 -1.17 -3.06
N -1.24 -1.29 -1.96
H -3.90 -2.96 -1.16
H -5.31 -2.42 0.46
H -5.81 -1.05 2.45
H -4.11 0.63 3.21
H -1.94 0.73 2.04
H -3.35 -3.61 -3.19
H -1.88 -3.39 -5.16
H 0.01 -1.74 -5.06
H 0.35 -0.45 -2.98
S 0.61 -5.09 0.70
C -0.36 -3.71 0.49
N 0.21 -2.68 -0.08
C 1.53 -2.93 -0.37
C 2.44 -2.05 -0.95
C 3.73 -2.48 -1.17
C 4.12 -3.78 -0.82
C 3.24 -4.66 -0.24
C 1.94 -4.23 -0.02
H -1.39 -3.70 0.82
H 2.13 -1.04 -1.21
H 4.45 -1.82 -1.62
H 5.14 -4.08 -1.01
H 3.55 -5.66 0.03
*
```